No. 1
C4H11NO | ωB97M-V/def2-TZVPD

Computed properties:
**Gap between HOMO and LUMO**: 0.370 Ha
**SMILES**: CCCNCO
**ΔE to the lowest compared entry with this formula, charge and spin**: 1.329 eV
**Net charge**: 0

Cartesian coordinates (Å):
C: 1.3198 2.2219 -0.3140
C: 0.3769 1.0547 -0.6801
C: 0.3786 -0.0002 0.4322
N: -0.1765 -1.2931 0.0696
C: -1.3037 -1.9106 0.6682
O: -2.4994 -1.8397 -0.1231
H: 2.3117 1.7629 -0.3203
H: 1.1557 2.6826 0.6621
H: 1.1940 2.9587 -1.1025
H: 0.6337 0.5372 -1.6061
H: -0.6278 1.4938 -0.8195
H: 1.4589 -0.1923 0.5649
H: 0.1515 0.3246 1.4604
H: 0.4513 -1.8928 -0.4339
H: -1.1160 -2.9691 0.8361
H: -1.5159 -1.4594 1.6500
H: -2.1927 -1.4793 -0.9439

Cartesian forces, eV/Å:
C 0.0 -1.2 -0.8
C -1.4 0.8 1.4
C 1.8 -0.7 -0.1
N -0.5 0.3 0.0
C -0.1 0.0 0.4
O 0.0 0.0 0.7
H 0.3 0.6 0.0
H -0.3 -0.2 -0.1
H 0.5 0.3 0.1
H 0.3 0.3 0.0
H 0.1 -0.4 0.0
H 0.0 0.0 0.0
H -0.8 0.1 -0.6
H 0.0 -0.1 0.1
H 0.2 -0.2 0.0
H 0.0 0.0 -0.3
H 0.1 0.3 -0.8

Löwdin atomic charge list, values in e, 5 entries:
1. C -0.11
2. C -0.26
3. C -0.25
4. N -0.06
5. C -0.30

No. 2
C11H17Cl12N4O2S | ωB97M-V/def2-TZVPD

Computed properties:
**Gap between HOMO and LUMO**: 0.291 Ha
**Net charge**: +1

Cartesian coordinates (Å):
C: -0.5507 -1.6508 2.4225
C: 0.4745 -0.6230 1.9694
O: 1.6088 -0.7387 2.2294
N: -0.0690 0.4941 1.2590
C: -0.7621 0.1557 0.0092
C: -2.2506 0.4629 -0.0389
O: -0.2299 -0.3530 -0.8910
N: 0.8219 1.5672 1.1438
C: 1.9721 1.4915 0.2297
C: 2.3924 2.9729 0.3979
S: 2.5889 3.5404 2.1693
N: 1.0691 3.5741 0.0593
C: 0.2455 2.7699 0.8534
N: -0.9475 3.1576 1.3080
H: -0.6183 -2.4442 1.6815
H: -0.2471 -2.0270 3.3892
H: -1.5097 -1.1457 2.5239
H: -2.5882 0.9315 0.8825
H: -2.8243 -0.4554 -0.1740
H: -2.4991 1.1404 -0.8566
H: 2.8265 0.9425 0.6289
H: 1.7660 1.2624 -0.8133
H: 3.2642 3.3095 -0.1432
H: 2.4631 2.4291 2.9262
H: 0.9064 3.3464 -0.9314
H: -1.8210 2.8865 0.8858
H: -1.0062 3.7957 2.0890
C: 5.6965 0.5774 3.2079
Cl: 4.9180 0.8700 1.6417
Cl: 6.1319 2.1031 3.9724
Cl: 4.6392 -0.3686 4.2514
H: 6.6018 0.0109 3.0318
C: 0.9825 -0.4691 -4.0004
Cl: 0.9892 -1.8764 -5.0572
Cl: 2.3365 0.6052 -4.3736
Cl: -0.5529 0.3963 -4.1237
H: 1.0933 -0.8101 -2.9793
C: -4.7500 -0.9465 -2.6897
Cl: -3.0680 -1.0615 -3.1897
Cl: -4.9778 -1.8049 -1.1639
Cl: -5.2317 0.7477 -2.5354
H: -5.3766 -1.4093 -3.4416
C: -2.6989 -5.5526 -1.5611
Cl: -1.9482 -3.9524 -1.5211
Cl: -3.5911 -5.8556 -0.0696
Cl: -3.7551 -5.7032 -2.9639
H: -1.9141 -6.2932 -1.6445

Cartesian forces, eV/Å:
C -0.3 1.1 -0.6
C -2.3 -1.2 0.3
O 2.6 0.6 0.4
N 0.4 0.3 1.1
C -3.1 1.0 1.1
C 0.1 0.4 0.8
O 2.1 -1.2 -1.9
N -1.6 -0.1 -3.3
C 3.2 1.0 1.7
C -1.1 -0.6 0.8
S 0.7 0.3 0.1
N 0.6 0.1 0.6
C 0.7 -0.5 0.0
N -1.1 0.0 0.2
H 0.0 -0.2 0.1
H 0.2 -0.2 0.0
H -0.2 -0.3 0.0
H 0.0 -0.1 0.1
H 0.2 0.0 -0.2
H 0.2 -0.2 -0.3
H -0.9 -0.8 -0.1
H -0.4 -0.2 0.0
H -0.2 0.2 -0.5
H 0.1 -0.1 -0.6
H -0.6 0.6 0.0
H 0.1 -0.4 0.2
H 0.2 0.5 -0.4
C -0.1 0.1 0.3
Cl 0.4 -0.1 0.0
Cl 0.0 -0.1 -0.1
Cl 0.0 0.0 -0.1
H 0.0 0.0 -0.1
C 0.0 -0.1 -0.1
Cl 0.0 0.1 0.1
Cl 0.0 0.0 0.1
Cl 0.3 0.2 -0.1
H 0.0 0.0 0.0
C 0.0 0.0 0.1
Cl -0.2 0.0 -0.1
Cl -0.2 -0.1 0.0
Cl 0.0 0.0 0.0
H 0.0 0.0 0.0
C -0.2 0.0 0.0
Cl 0.1 0.0 0.0
Cl 0.0 0.0 0.0
Cl 0.1 0.0 0.0
H 0.0 0.0 0.0

Löwdin atomic charge list, values in e, 5 entries:
1. C 0.05
2. C -0.45
3. O 0.15
4. N 0.06
5. C -0.42

No. 3
C6H14O | ωB97M-V/def2-TZVPD

Computed properties:
**Gap between HOMO and LUMO**: 0.403 Ha
**SMILES**: CCCCCOC
**ΔE to the lowest compared entry with this formula, charge and spin**: 1.398 eV
**Net charge**: 0

Cartesian coordinates (Å):
C: 0.9654 -0.4903 3.0502
C: 0.6904 0.6129 2.0431
C: 0.9251 -0.0154 0.6908
C: 0.3348 0.8307 -0.4577
C: -0.4749 -0.1070 -1.3063
O: -1.0347 0.5785 -2.3883
C: -1.8027 -0.2740 -3.1893
H: 2.0354 -0.6927 3.1576
H: 0.5550 -1.3916 2.5033
H: 0.5513 -0.2875 4.0497
H: -0.3361 0.9951 2.1546
H: 1.3684 1.4678 2.0251
H: 2.0113 -0.1265 0.5711
H: 0.5589 -1.0981 0.8231
H: 1.0842 1.3375 -1.0843
H: -0.3216 1.6384 -0.0926
H: 0.1794 -0.9281 -1.6477
H: -1.2565 -0.5618 -0.6713
H: -1.1940 -1.0939 -3.6046
H: -2.2052 0.3235 -4.0093
H: -2.6339 -0.7176 -2.6173

Cartesian forces, eV/Å:
C 0.0 -0.3 -0.1
C 0.2 0.1 -0.1
C -0.1 -0.5 -0.1
C 0.0 -0.3 0.0
C 0.1 -0.2 0.1
O 0.0 0.1 -0.1
C -0.2 -0.2 -0.3
H 0.0 0.1 0.0
H 0.1 0.6 1.7
H 0.0 -0.4 -0.4
H 0.2 -0.2 -0.2
H -0.1 0.2 0.8
H -0.2 0.0 -0.1
H 0.0 1.5 -1.3
H 0.0 -0.3 0.3
H 0.2 -0.4 0.1
H -0.2 0.1 -0.1
H 0.0 0.0 -0.2
H -0.1 0.1 0.1
H 0.0 -0.1 0.1
H 0.1 0.1 -0.1

Löwdin atomic charge list, values in e, 5 entries:
1. C -0.12
2. C -0.30
3. C -0.25
4. C -0.17
5. C -0.30

No. 4
C6H12 | ωB97M-V/def2-TZVPD

Computed properties:
**Gap between HOMO and LUMO (spin up / spin down)**: 0.286 / 0.286 Ha
**ΔE to the lowest compared entry with this formula, charge and spin**: 5.984 eV
**Net charge**: 0

Cartesian coordinates (Å):
C: -2.3590 -0.0105 0.0633
C: -1.3179 -0.9841 0.6087
C: 0.1151 -0.5653 0.4432
C: 0.5669 0.3418 -0.5204
C: 2.1104 0.0185 -1.0833
C: 1.7952 1.2024 -0.3528
H: -2.3072 0.0687 -1.0283
H: -2.2149 0.9905 0.4839
H: -3.3687 -0.3460 0.3197
H: -1.4838 -1.1366 1.6832
H: -1.4635 -1.9769 0.1537
H: 0.8367 -1.2326 0.9071
H: 1.0774 0.6056 1.8492
H: -0.1762 0.7550 -1.1992
H: 2.4167 -0.8844 -0.5634
H: 2.3688 0.0192 -2.1463
H: 1.8024 2.1128 -0.9589
H: 1.6017 1.0218 1.3404

Cartesian forces, eV/Å:
C 0.0 0.0 0.0
C 0.0 0.0 0.0
C 0.1 -0.1 -0.1
C -0.4 0.0 0.2
C 0.3 -0.1 0.0
C 0.0 0.0 -0.3
H 0.0 0.0 0.2
H 0.0 -0.1 -0.1
H 0.1 0.0 0.0
H 0.0 0.0 -0.1
H 0.1 0.1 0.1
H -0.1 0.1 -0.1
H 0.0 0.0 0.0
H 0.1 -0.1 0.1
H -0.1 0.2 -0.1
H 0.0 0.0 0.2
H 0.0 -0.1 0.1
H -0.1 -0.1 0.0

Löwdin atomic charge list, values in e, 5 entries:
1. C -0.12
2. C -0.26
3. C -0.13
4. C -0.31
5. C -0.07

No. 5
C14H37NiO17S5 | ωB97M-V/def2-TZVPD

Computed properties:
**Gap between HOMO and LUMO (spin up / spin down)**: 0.361 / 0.329 Ha
**ΔE to the lowest compared entry with this formula, charge and spin**: 0.000 eV
**Multiplicity**: 3
**Net charge**: +1

Cartesian coordinates (Å):
Ni: 0.2482 0.0318 0.6754
O: -1.2156 -0.2861 -0.5014
H: -2.1009 -0.4555 -0.7743
O: -0.1671 2.0415 0.9295
S: -0.3530 3.4652 0.9854
O: -0.7999 4.1335 2.1725
O: 1.1184 4.0897 0.5660
C: 1.3492 5.4350 0.9218
C: 2.8418 5.7061 0.9984
C: -1.3078 4.0756 -0.4093
H: 1.0663 5.6443 1.9635
H: 0.7616 6.1904 0.3928
H: 3.3237 5.5522 0.0292
H: 3.2934 4.9843 1.6839
H: 3.1399 6.6666 1.4119
H: -1.4650 5.1463 -0.3418
H: -2.1734 3.4337 -0.5368
H: -0.5711 3.9534 -1.2076
O: -0.5532 -0.8281 2.3162
S: -1.4409 -1.6115 3.1654
O: -0.9640 -2.7591 3.8773
O: -2.0761 -0.5778 4.2584
C: -2.4734 0.6915 3.7156
C: -3.0614 1.5191 4.8560
C: -2.9360 -2.0996 2.2167
H: -3.2558 0.5021 2.9807
H: -1.6177 1.2749 3.3772
H: -3.8753 0.9656 5.3284
H: -3.4264 2.5074 4.5882
H: -2.2937 1.6638 5.6190
H: -3.1048 -1.4041 1.4006
H: -3.6860 -2.1149 3.0020
H: -2.7674 -3.0852 1.7906
O: 2.7320 -0.4346 -2.7068
S: 1.9965 0.6691 -2.1599
O: 1.4841 0.5799 -0.8204
O: 2.8106 2.0354 -2.2613
C: 3.5824 2.2457 -3.4485
C: 3.8122 3.7261 -3.7900
C: 0.5490 0.9848 -3.1858
H: 3.1600 1.7064 -4.3021
H: 4.5683 1.7932 -3.3213
H: 4.2282 4.1794 -2.8902
H: 2.9845 4.2211 -4.2818
H: 4.6796 3.6720 -4.4509
H: -0.0849 1.6517 -2.6059
H: 0.0203 0.0361 -3.2564
H: 0.7987 1.3632 -4.1723
O: -0.0969 -4.0852 0.5625
S: 1.1130 -3.3124 0.4676
O: 1.0635 -1.8847 0.5943
O: 2.1013 -3.8000 1.6501
C: 2.0464 -5.2122 1.9600
C: 3.2807 -5.5020 2.7703
C: 1.9928 -3.8126 -1.0320
H: 1.8943 -5.8480 1.0846
H: 1.1555 -5.4502 2.5463
H: 3.4749 -4.7300 3.5140
H: 4.1838 -5.5658 2.1601
H: 3.2040 -6.4452 3.3117
H: 1.2980 -4.1675 -1.7929
H: 2.5265 -4.7379 -0.8082
H: 2.6421 -3.0126 -1.3721
C: -3.1885 -1.3056 -3.2151
C: -2.5672 -2.7000 -3.1251
O: -3.1870 -3.3926 -2.0456
S: -4.6852 -2.7879 -1.7636
O: -4.7097 -2.3751 -0.3833
O: -5.6988 -3.7063 -2.1898
O: -4.4985 -1.4615 -2.7082
H: -3.3181 -1.0687 -4.2710
H: -2.5751 -0.5673 -2.6987
H: -1.4871 -2.6476 -2.9951
H: -2.7424 -3.3026 -4.0191

Cartesian forces, eV/Å:
Ni -1.4 -0.9 -0.5
O 1.3 0.3 -0.7
H -0.7 -0.1 0.6
O -0.1 0.4 0.2
S 1.0 2.6 -0.2
O 0.1 -1.0 -0.3
O -1.5 -1.4 0.1
C 0.6 2.1 2.4
C 0.6 -0.9 -0.8
C 1.3 -0.9 -0.1
H -0.5 -0.6 -0.1
H 0.2 -0.4 -0.8
H 0.1 0.2 0.0
H -0.1 -0.1 -0.1
H -0.5 0.3 -0.2
H -0.4 -0.1 0.5
H -0.2 0.3 -0.1
H -0.4 -0.3 -0.3
O -0.1 0.0 1.0
S -1.7 -0.1 0.0
O 0.1 1.1 -0.4
O 1.1 -1.1 -0.9
C -0.8 1.3 0.7
C 0.1 -0.8 0.8
C 1.2 0.3 0.6
H 0.3 0.2 -0.4
H 0.0 -0.5 -0.6
H 0.0 0.1 0.0
H 0.1 -0.1 -0.5
H 0.0 0.0 0.0
H -0.1 0.2 0.2
H -0.3 -0.1 -0.3
H 0.2 0.0 0.2
O 0.0 0.6 0.5
S -0.8 0.0 -1.6
O 1.0 0.5 0.2
O -0.9 -0.7 0.9
C 1.0 0.1 -1.5
C 0.7 -1.4 0.6
C 0.2 -0.2 0.6
H -0.3 0.1 0.2
H -0.2 -0.1 0.4
H -0.5 0.6 0.0
H -0.1 0.2 0.3
H -0.2 0.3 -0.4
H 0.1 0.2 -0.1
H 0.1 -0.1 0.0
H 0.2 0.0 0.1
O 0.6 0.7 -0.2
S -0.1 -2.0 0.6
O 0.7 0.1 -0.4
O -0.9 0.8 -1.5
C -0.4 -0.7 0.9
C 0.8 -0.3 0.0
C -0.3 -0.4 0.4
H 0.6 0.3 -0.3
H 0.0 0.6 0.1
H -0.3 0.1 0.0
H -0.1 0.0 -0.1
H -0.2 0.0 -0.1
H -0.4 0.7 0.1
H 0.3 0.3 0.4
H 0.0 0.0 0.0
C 0.3 -1.0 -0.8
C 0.3 -0.5 -0.7
O -1.0 0.8 0.3
S 0.8 -0.3 1.3
O 0.1 0.0 -1.2
O 1.0 1.3 -0.4
O -1.1 -0.9 0.9
H 0.2 0.4 0.1
H -0.4 0.1 0.2
H -0.1 -0.1 0.5
H -0.1 0.2 -0.1

Löwdin atomic charge list, values in e, 5 entries:
1. Ni 0.71
2. O -0.34
3. H -0.07
4. O -0.30
5. S 0.68

No. 6
C2ClF4O6S2 | ωB97M-V/def2-TZVPD

Computed properties:
**Gap between HOMO and LUMO (spin up / spin down)**: 0.311 / 0.311 Ha
**ΔE to the lowest compared entry with this formula, charge and spin**: 3.146 eV
**Net charge**: -1

Cartesian coordinates (Å):
C: 0.5956 1.7512 -0.1746
C: 0.4192 -0.2524 0.9402
O: 0.3252 1.7199 -2.6951
O: 2.2282 0.5319 -1.8280
O: -0.0297 -0.3406 -1.5412
O: -0.7996 -2.4691 -0.3967
O: -2.1301 -0.3612 -0.2396
O: -1.3009 -1.4086 1.8027
F: 1.4459 2.2385 0.6805
F: -0.5835 2.2244 0.1894
F: 0.1589 0.1004 2.1938
F: -2.1676 -2.5316 1.9269
S: 0.8267 0.8013 -1.7409
S: -0.9730 -1.1045 0.0729
Cl: 1.9847 -0.8996 0.8097

Cartesian forces, eV/Å:
C -1.7 -4.8 3.7
C 0.6 3.7 -2.7
O -0.8 0.8 -1.3
O 0.1 -0.2 0.4
O -0.3 -1.1 -0.5
O 0.3 1.8 0.2
O -0.6 1.1 -0.5
O -0.9 -1.4 0.1
F 1.6 0.8 -0.7
F -0.3 0.6 -1.2
F 0.2 0.7 0.4
F -0.1 0.1 -0.3
S 1.6 2.4 -0.2
S -0.1 -3.4 2.4
Cl 0.4 -1.0 0.2

Löwdin atomic charge list, values in e, 5 entries:
1. C -0.37
2. C -0.85
3. O -0.28
4. O -0.30
5. O -0.38

Calculated calculated total energy, -7863.224; -182832.931; -8495.495; -6410.957; -145135.281; -59415.380 eV (same order as the records).